1.
# C21H26N4O2

The molecule C21H26N4O2 (ωB97M-V with the def2-TZVPD basis set, OMol25).

Cartesian coordinates (Å):
C 4.9211 0.4395 -2.1447
C 4.7840 0.6632 -0.6380
C 3.3759 1.0493 -0.2669
C 3.0882 2.3415 0.2517
C 4.1743 3.3330 0.5457
N 1.8772 2.7739 0.5089
C 0.8527 1.9631 0.2590
C -0.5224 2.0854 0.3907
C -1.0470 0.8550 -0.0295
C -2.4386 0.4414 -0.0917
C -2.7756 -0.8350 -0.5299
C -4.0975 -1.2268 -0.5855
C -5.1309 -0.3740 -0.2116
O -6.4561 -0.7420 -0.2525
C -6.7856 -2.0327 -0.6966
C -4.8037 0.9220 0.2297
O -5.6617 1.9024 0.6379
C -7.0585 1.7243 0.6075
C -3.4672 1.2988 0.2803
N -0.0704 0.0126 -0.3989
N 1.0647 0.6828 -0.2259
C 2.3069 0.1907 -0.4851
N 2.2962 -1.0704 -1.0366
C 3.0768 -2.1796 -0.5165
C 2.6229 -2.5953 0.8676
C 3.0964 -1.8282 2.0656
C 3.5923 -3.2210 1.8240
H 4.2434 -0.3390 -2.4840
H 4.6821 1.3557 -2.6797
H 5.9402 0.1507 -2.3926
H 5.0883 -0.2397 -0.1032
H 5.4711 1.4516 -0.3371
H 4.8809 2.9363 1.2727
H 3.7128 4.2277 0.9532
H 4.7152 3.5982 -0.3610
H -1.0494 2.9473 0.7373
H -1.9932 -1.5148 -0.8252
H -4.3251 -2.2235 -0.9285
H -6.3543 -2.8060 -0.0522
H -7.8723 -2.0876 -0.6436
H -6.4667 -2.1999 -1.7308
H -7.3807 0.9205 1.2728
H -7.4202 1.5229 -0.4031
H -7.4709 2.6711 0.9574
H -3.2587 2.2982 0.6250
H 1.3208 -1.3384 -1.1639
H 4.1326 -1.9123 -0.4986
H 2.9491 -3.0101 -1.2179
H 1.6003 -2.9541 0.8931
H 2.4022 -1.6587 2.8742
H 3.7820 -1.0089 1.9109
H 3.2421 -4.0136 2.4668
H 4.6141 -3.3478 1.4991

- SMILES = CCc1c(C)nc2cc(-c3ccc(OC)c(OC)c3)nn2c1NCC1CC1
- HOMO-LUMO gap (Ha) = 0.3097
- LUMO energy (eV) = 0.81
- E_HOMO (eV) = -7.62
- multiplicity = 1

Atomic charges from the Löwdin analysis, expressed in e, are listed below: C -0.08; C -0.20; C -0.11; C -0.28; C -0.03; N 0.16; C -0.25; C 0.05; C -0.23; C -0.17; C -0.03; C -0.02; C -0.19; O -0.12; C -0.09; C -0.19; O -0.07; C -0.08; C 0.06; N 0.12; N 0.00; C -0.18; N 0.07; C -0.16; C -0.28; C -0.11; C -0.12; H 0.06; H 0.08; H 0.07; H 0.09; H 0.09; H 0.08; H 0.08; H 0.08; H 0.10; H 0.10; H 0.10; H 0.10; H 0.09; H 0.10; H 0.09; H 0.09; H 0.09; H 0.12; H 0.11; H 0.10; H 0.13; H 0.14; H 0.10; H 0.09; H 0.10; H 0.10

=====

2.
# C21H26N6OS

The molecule C21H26N6OS (ωB97M-V with the def2-TZVPD basis set, OMol25).

Cartesian coordinates (Å):
C -6.5649 -2.6781 1.0666
N -6.2943 -1.7119 0.0264
C -6.1995 -0.3601 0.5648
C -5.3710 0.5351 -0.3463
N -4.0058 0.0503 -0.3771
C -2.9788 0.9156 -0.2721
N -3.2962 2.2209 -0.3111
C -2.3354 3.1199 -0.2319
N -1.0458 2.9089 -0.1112
C -0.6893 1.6193 -0.0539
C -1.6197 0.5696 -0.1323
S -0.8422 -1.0063 -0.0026
C 0.7239 -0.2513 0.1568
N 1.8241 -0.9487 0.3057
C 3.0012 -0.3138 0.4195
N 4.0471 -1.1499 0.6759
C 3.9135 -2.5711 0.4185
C 4.6777 -2.9184 -0.8646
O 6.0360 -2.5395 -0.7783
C 6.1690 -1.1633 -0.5094
C 5.4396 -0.7936 0.7905
C 3.0532 1.0975 0.3175
C 1.8721 1.8078 0.1801
C 0.6487 1.1472 0.1045
C 2.1016 3.2806 0.1174
C 3.5953 3.3796 -0.2052
C 4.2114 2.0678 0.3149
C -3.8476 -1.3876 -0.3628
C -5.1557 -2.0430 -0.8139
H -7.4793 -2.3851 1.5815
H -5.7581 -2.7560 1.8124
H -6.7228 -3.6562 0.6155
H -7.2127 0.0427 0.6621
H -5.7367 -0.3596 1.5665
H -5.3505 1.5596 0.0268
H -5.7976 0.5435 -1.3550
H -2.6563 4.1534 -0.2718
H 2.8576 -2.8123 0.3164
H 4.3434 -3.1200 1.2625
H 4.6759 -3.9949 -1.0405
H 4.2007 -2.4088 -1.7160
H 7.2400 -0.9704 -0.4278
H 5.7529 -0.5744 -1.3428
H 5.5677 0.2555 1.0297
H 5.8666 -1.3913 1.6056
H 1.8686 3.7191 1.0910
H 1.4581 3.7600 -0.6179
H 3.7304 3.4393 -1.2863
H 4.0634 4.2542 0.2430
H 4.5924 2.2073 1.3317
H 5.0335 1.7497 -0.3270
H -3.5808 -1.7384 0.6435
H -3.0462 -1.6810 -1.0454
H -5.3778 -1.7171 -1.8359
H -5.0265 -3.1259 -0.8322

- SMILES = CN1CCN(c2ncnc3c2sc2nc(N4CCOCC4)c4c(c23)CCC4)CC1
- HOMO-LUMO gap (Ha) = 0.3054
- LUMO energy (eV) = 0.67
- E_HOMO (eV) = -7.65
- multiplicity = 1

Atomic charges from the Löwdin analysis, expressed in e, are listed below: C -0.11; N -0.22; C -0.18; C -0.14; N -0.06; C -0.28; N 0.12; C -0.22; N 0.13; C -0.25; C -0.33; S 1.09; C -0.52; N 0.10; C -0.21; N -0.06; C -0.13; C -0.18; O -0.13; C -0.19; C -0.12; C -0.07; C -0.11; C -0.13; C -0.12; C -0.16; C -0.14; C -0.17; C -0.17; H 0.09; H 0.09; H 0.08; H 0.12; H 0.13; H 0.11; H 0.13; H 0.11; H 0.11; H 0.13; H 0.13; H 0.13; H 0.13; H 0.13; H 0.10; H 0.13; H 0.13; H 0.11; H 0.11; H 0.11; H 0.12; H 0.10; H 0.12; H 0.09; H 0.12; H 0.12

=====

3.
# C21H27AlBr5Cl4CsF11Li2MgN3O7S3Ta

A structure of composition C21H27AlBr5Cl4CsF11Li2MgN3O7S3Ta (ωB97M-V with the def2-TZVPD basis set, OMol25).

Cartesian coordinates (Å):
C 4.3598 -1.5255 1.4496
C 3.3951 -1.0804 0.1966
C 3.9632 -1.0112 -1.3682
C 3.0702 -0.5403 -2.6598
C 1.4647 -0.1053 -2.4861
C 0.5926 0.3859 -3.8052
Ta -0.8161 2.1998 -3.3487
N -1.6720 1.9300 -5.3935
C -2.3790 0.6334 -2.5845
C -3.5317 1.2641 -1.6039
C -2.9812 1.3797 -0.0453
Br -3.5616 -0.3186 0.9131
N -2.2408 3.8871 -3.0559
C -2.0977 4.3468 -1.7447
S -1.8584 4.8157 -0.1047
S 0.7862 3.9002 -4.3914
O 0.1528 5.3443 -4.3907
O 0.8876 3.5165 -5.9194
C 2.5365 3.8437 -3.7294
F 3.3820 4.6088 -4.7207
F 3.0060 2.4410 -3.7998
C 2.7595 4.5818 -2.2828
F 1.5786 5.3123 -1.7619
F 3.8381 5.6240 -2.4602
C 3.2858 3.5984 -1.0760
F 3.5536 4.5055 0.1022
F 2.1930 2.6802 -0.6108
F 4.5692 2.9081 -1.3505
C 0.8769 -0.1837 -0.9447
C 1.7925 -0.6519 0.3735
H 4.2037 -2.6401 1.8079
H 5.5043 -1.4572 1.1257
H 4.2296 -0.7543 2.3501
H 5.0812 -1.3321 -1.5154
H 3.6248 -0.5229 -3.7093
H -0.1322 -0.4659 -4.2223
H 1.3012 0.6870 -4.7121
H -0.1410 2.4220 -1.6397
H -0.8976 1.6159 -6.0359
H -2.3642 1.1491 -5.4034
H -1.8742 -0.3073 -2.0529
H -2.9318 0.1791 -3.5353
H -4.4119 0.4595 -1.5650
H -4.0275 2.2523 -2.0047
H -1.8151 1.5439 0.0210
H -3.6005 2.2723 0.4493
H -0.2314 0.1307 -0.6886
H 1.3645 -0.6708 1.4768
Li 4.9881 0.7019 -3.0420
F 3.3184 4.7403 -7.8155
Al 4.3881 3.2978 -7.9523
F 4.1379 2.2276 -6.5256
F 6.1080 3.8291 -8.0099
F 3.9880 2.3944 -9.4580
C 6.1881 -5.2689 2.2589
Cl 6.2776 -4.2967 0.7684
Cl 5.5519 -4.2643 3.5858
Cl 5.1066 -6.6602 1.9964
Cl 7.8162 -5.8541 2.6849
Mg 4.0881 -3.2858 -1.3665
Br 6.4881 -8.8008 2.8035
N -5.8119 -2.7418 -0.1965
O -5.4060 -3.8697 0.1291
O -6.8675 -2.6236 -0.8407
O -5.1623 -1.7321 0.1219
C -1.4068 0.6576 4.2980
Br 0.3727 1.1834 4.8822
Br -2.6658 2.1377 4.3905
Br -1.3774 -0.1585 2.5324
H -1.7601 -0.1069 4.9978
Li -4.6675 3.0355 5.7416
Cs 2.5325 -3.4504 2.6233
C -3.9860 -3.5386 5.3394
C -4.8687 -4.2030 6.3950
C -5.0388 -3.2086 7.5423
S -4.8829 -1.5817 6.8209
O -3.6894 -0.9557 7.3498
O -6.1754 -0.9263 6.8387
C -4.5425 -2.1339 5.1611
H -3.9903 -4.0952 4.3976
H -2.9515 -3.4900 5.6999
H -5.8481 -4.4338 5.9586
H -4.4371 -5.1444 6.7491
H -6.0196 -3.3039 8.0151
H -4.2511 -3.3239 8.2919
H -3.8412 -1.4522 4.6769
H -5.4896 -2.1521 4.6136

- HOMO-LUMO gap (Ha) = 0.0477
- charge = +1
- LUMO energy (eV) = -8.20
- E_HOMO (eV) = -9.49
- multiplicity = 1

Atomic charges from the Löwdin analysis, expressed in e, are listed below: C -0.29; C -0.26; C -0.30; C -0.09; C -0.13; C -0.32; Ta 1.60; N -0.19; C -0.37; C -0.34; C -0.54; Br 0.70; N -0.14; C -0.73; S 0.52; S 0.62; O -0.41; O -0.40; C -0.30; F 0.01; F -0.07; C -0.12; F 0.03; F 0.04; C -0.13; F 0.03; F 0.00; F 0.02; C 0.05; C 0.01; H -0.25; H 0.10; H 0.13; H 0.05; H 0.11; H 0.09; H 0.08; H -0.08; H 0.00; H -0.02; H 0.05; H 0.07; H 0.10; H 0.10; H 0.02; H 0.07; H 0.06; H 0.04; Li 0.79; F -0.25; Al 0.11; F -0.28; F -0.27; F -0.27; C -1.93; Cl 0.48; Cl 0.49; Cl 0.39; Cl 0.56; Mg 0.90; Br -0.06; N -0.61; O 0.00; O 0.04; O -0.32; C -1.53; Br 0.60; Br 0.57; Br 0.55; H -0.03; Li 0.80; Cs 1.02; C -0.22; C -0.21; C -0.22; S 0.66; O -0.34; O -0.33; C -0.23; H 0.13; H 0.12; H 0.13; H 0.12; H 0.11; H 0.11; H 0.08; H 0.12

=====

4.
# C21H27AsBN6O6STi

A structure of composition C21H27AsBN6O6STi (ωB97M-V with the def2-TZVPD basis set, OMol25).

Cartesian coordinates (Å):
Ti 0.2781 0.6256 -0.0590
C -1.3379 -2.5603 1.3342
C -1.3179 -2.3970 -0.1522
C -1.8192 -3.2490 -1.1486
C -1.5401 -2.6125 -2.3412
C -1.8506 -3.0573 -3.7322
N -0.9123 -1.4569 -2.0542
N -0.7755 -1.3287 -0.7046
B -0.3022 -0.4278 -3.0573
N 1.2337 -0.4345 -2.8638
N 1.7217 -0.5226 -1.5961
C 2.9369 -1.0399 -1.6756
C 3.7802 -1.3393 -0.4776
C 3.2521 -1.2904 -3.0282
C 2.1490 -0.8854 -3.7455
C 1.9067 -0.9279 -5.2196
N -0.9993 0.9527 -2.8419
N -1.3994 1.2274 -1.5577
C -2.5946 1.7825 -1.6191
C -3.3984 2.1404 -0.4126
C -2.9784 1.9203 -2.9755
C -1.9631 1.3712 -3.7036
C -1.8340 1.2239 -5.1845
H -1.8381 -3.4884 1.6104
H -1.8614 -1.7302 1.8094
H -0.3250 -2.5820 1.7383
H -2.3235 -4.1941 -1.0170
H -2.3867 -4.0055 -3.6963
H -0.9428 -3.1978 -4.3215
H -2.4734 -2.3287 -4.2545
H -0.5350 -0.8026 -4.1762
H 3.1524 -1.5057 0.3947
H 4.4451 -0.5110 -0.2361
H 4.3777 -2.2315 -0.6707
H 4.1712 -1.7013 -3.4190
H 2.8541 -1.0536 -5.7433
H 1.4349 -0.0097 -5.5736
H 1.2521 -1.7576 -5.4950
H -3.0319 1.5980 0.4551
H -4.4476 1.8894 -0.5881
H -3.3071 3.1994 -0.1795
H -3.8832 2.3742 -3.3508
H -2.5027 1.9236 -5.6848
H -2.0879 0.2138 -5.5117
H -0.8129 1.4274 -5.5117
O 0.4083 4.0931 2.5041
As -0.4149 3.4872 1.0935
O -1.6761 4.4516 0.7249
O -0.6267 1.8267 1.3192
C 0.8283 3.3652 -0.4059
C 0.4427 4.1013 -1.5282
C 1.1015 3.9674 -2.7290
C 2.1820 3.0959 -2.8282
C 2.5965 2.3866 -1.7201
C 1.9040 2.4599 -0.5034
S 2.7966 1.7722 0.9278
O 4.1420 1.5192 0.4826
O 2.7002 2.7515 1.9892
O 2.0334 0.5323 1.2130
H 1.2485 3.5947 2.5723
H -0.4127 4.7587 -1.4261
H 0.7811 4.5433 -3.5894
H 2.7222 2.9873 -3.7613
H 3.4662 1.7460 -1.7747

- HOMO-LUMO gap (spin up / spin down) (Ha) = 0.2118 / 0.3186
- <S²> = 2.005
- charge = -1
- LUMO energy (spin up / spin down) (eV) = 2.37 / 2.37
- E_HOMO (spin up / spin down) (eV) = -3.39 / -6.30
- multiplicity = 3

Atomic charges from the Löwdin analysis, expressed in e, are listed below: Ti 0.89; C -0.03; C -0.34; C 0.01; C -0.28; C -0.03; N 0.04; N 0.02; B -0.50; N 0.03; N 0.05; C -0.32; C -0.03; C 0.01; C -0.29; C -0.03; N 0.04; N 0.04; C -0.30; C -0.03; C 0.02; C -0.30; C -0.03; H 0.07; H 0.08; H 0.08; H 0.10; H 0.07; H 0.08; H 0.08; H 0.10; H 0.07; H 0.06; H 0.08; H 0.10; H 0.08; H 0.07; H 0.07; H 0.07; H 0.08; H 0.05; H 0.11; H 0.08; H 0.07; H 0.08; O -0.25; As 0.88; O -0.46; O -0.54; C -0.25; C -0.09; C -0.08; C -0.07; C -0.08; C -0.32; S 0.49; O -0.31; O -0.31; O -0.41; H 0.00; H 0.10; H 0.10; H 0.10; H 0.11

=====

no.,strongest force on any atom (eV/A),E_tot (a.u.),molecular weight (g/mol)
1,1.0,-1185.27115,366.5
2,0.7,-1617.81232,410.5
3,10.0,-19044.76722,1659.0
4,1.3,-5104.99380,625.2